[1]
Below is a cluster of 9 separate species, C32H70B2N2O13S in total, with properties calculated with ωB97M-V/def2-TZVPD.

E_HOMO ... -9.2 eV
Total energy ... -76108.473 eV
Total charge ... 0
Gap between HOMO and LUMO ... 9.387 eV
Spin multiplicity ... 1
Lowest unoccupied orbital energy ... 0.007 Ha

CARTESIAN COORDINATES (ANGSTROEM)
N 2.74944 -4.05086 3.64878
B 3.19126 -2.74995 3.25682
O 4.18904 -2.08504 3.93143
O 2.68797 -2.16482 2.02978
S 1.74821 -0.88057 2.09082
O 1.67856 -0.57580 3.52462
O 0.33669 -1.54329 1.68677
B -0.21753 -2.61919 2.45406
N -0.90367 -2.30995 3.66078
O -0.10172 -3.86936 1.89013
H 2.22299 -4.08563 4.51086
H 2.23095 -4.50906 2.90889
H 3.95701 -1.19861 4.20841
H -0.75870 -1.36267 3.98215
H -0.83817 -2.94138 4.44434
H -0.28762 -4.58649 2.48904
C -1.56582 -1.34465 -2.73482
C -1.11717 -1.81059 -1.34984
C -2.28172 -1.36184 -0.48349
O -3.44658 -1.43154 -1.30900
C -3.06502 -1.60979 -2.67242
H -1.07765 -1.86955 -3.55496
H -1.37809 -0.27508 -2.85161
H -1.02122 -2.89882 -1.32931
H -0.17214 -1.38099 -1.02511
H -2.14881 -0.32772 -0.14613
H -2.43222 -1.99452 0.39325
H -3.29619 -2.63791 -2.97334
H -3.64680 -0.92736 -3.29466
C -4.75957 1.36587 -0.34311
C -5.13885 1.40764 1.13837
C -5.43209 2.88964 1.33678
O -5.93258 3.37194 0.08974
C -5.71732 2.39214 -0.92962
H -4.85708 0.38114 -0.79305
H -3.72737 1.69957 -0.47874
H -6.03607 0.81116 1.31777
H -4.35204 1.04578 1.79976
H -4.51275 3.43478 1.58157
H -6.16686 3.09162 2.11759
H -6.67792 1.93519 -1.19236
H -5.31831 2.89183 -1.81468
C 5.50012 -5.79134 -0.25140
C 6.28651 -6.31724 0.94808
C 5.42527 -5.84765 2.11451
O 4.08018 -5.84430 1.63508
C 4.06539 -5.99810 0.21350
H 5.72044 -6.31244 -1.18140
H 5.70117 -4.72630 -0.39307
H 6.32619 -7.40877 0.91809
H 7.30716 -5.93988 1.00466
H 5.69497 -4.83356 2.42848
H 5.48424 -6.50064 2.98606
H 3.71203 -7.00540 -0.03257
H 3.36789 -5.27406 -0.21125
C 8.13393 -7.88256 -4.48220
C 8.91948 -8.42301 -3.28813
C 8.05343 -7.96609 -2.12123
O 6.70870 -7.96039 -2.60261
C 6.69700 -8.09805 -4.02442
H 8.35518 -8.39083 -5.41953
H 8.33516 -6.81750 -4.61479
H 8.96090 -9.51346 -3.32638
H 9.93882 -8.04489 -3.22584
H 8.32217 -6.95301 -1.80104
H 8.11292 -8.62711 -1.25554
H 6.34527 -9.10251 -4.28237
H 5.99887 -7.37089 -4.44094
C -2.77975 5.91947 -1.01744
C -3.50575 5.70786 -2.34529
C -2.64404 4.63197 -2.99518
O -2.11925 3.83988 -1.92904
C -2.34953 4.50040 -0.68089
H -3.40709 6.36079 -0.24401
H -1.90598 6.55673 -1.14812
H -4.51597 5.33170 -2.16764
H -3.57753 6.60925 -2.95301
H -1.81201 5.07610 -3.55362
H -3.20275 3.98185 -3.67105
H -3.14225 3.96828 -0.14436
H -1.43622 4.45899 -0.08449
C 2.13214 8.11271 -0.57247
C 1.96461 7.54645 0.83691
C 0.51063 7.88862 1.13428
O -0.17027 7.85526 -0.12249
C 0.77568 7.79714 -1.19008
H 2.95808 7.67067 -1.12803
H 2.28780 9.19281 -0.52940
H 2.10532 6.46353 0.82620
H 2.65175 7.97223 1.56659
H 0.41670 8.89326 1.56033
H 0.03295 7.18464 1.81634
H 0.76461 6.79042 -1.62426
H 0.47772 8.50821 -1.96205
C -2.73896 10.34200 4.62598
C -1.44218 10.97128 5.13312
C -0.61310 9.73634 5.46451
O -1.01931 8.72397 4.54388
C -2.21182 9.12937 3.86982
H -3.33081 11.00390 3.99554
H -3.35913 10.02588 5.46739
H -0.96562 11.54602 4.33608
H -1.57900 11.62744 5.99155
H -0.80923 9.39146 6.48558
H 0.46042 9.89789 5.35649
H -1.96284 9.38878 2.83474
H -2.91170 8.29312 3.85565
C -4.69488 -5.27912 -2.52640
C -3.38950 -5.82699 -3.09972
C -3.48342 -7.29849 -2.71406
O -4.87261 -7.62519 -2.71674
C -5.65400 -6.43227 -2.79141
H -5.02134 -4.34703 -2.98530
H -4.59168 -5.10951 -1.45255
H -3.37898 -5.71771 -4.18655
H -2.49790 -5.34490 -2.69969
H -3.07815 -7.46842 -1.71046
H -2.96614 -7.95985 -3.41043
H -6.09454 -6.35700 -3.79172
H -6.46315 -6.49538 -2.06294

---

[2]
Below is a cluster of 7 separate species, C32H70N2O10S5 in total at a distorted geometry, with properties calculated with ωB97M-V/def2-TZVPD.

SMILES ... O=S1(=O)CCCC1.O=S1(=O)CCCC1.O=S1(=O)CCCC1.O=S1(=O)CCCC1.O=S1(=O)CCCC1.CCN(CC)CC.CCN(CC)CC
E_HOMO ... -8.2 eV
Total energy ... -111944.218 eV
Total charge ... 0
Gap between HOMO and LUMO ... 8.491 eV
Energy relative to the best compared isomer or geometry (same formula, charge and spin) ... 44.5 kcal per mole
Spin multiplicity ... 1
Lowest unoccupied orbital energy ... 0.010 Ha

CARTESIAN COORDINATES (ANGSTROEM)
C 5.88389 5.77278 -0.60906
C 5.88106 6.38362 0.72934
N 6.12944 5.44620 1.84735
C 5.94675 6.22893 3.12839
C 5.47574 5.27326 4.24044
C 7.36729 4.70838 1.66946
C 8.72807 5.48815 1.64593
H 5.86423 6.50889 -1.41272
H 4.89903 5.33055 -0.75938
H 6.56976 4.96420 -0.86185
H 6.64587 7.15495 0.82001
H 4.94756 6.93640 0.83473
H 6.92467 6.63846 3.38151
H 5.21549 7.02548 2.99107
H 6.07513 4.36621 4.31859
H 5.46096 5.83875 5.17216
H 4.46171 4.88694 4.13755
H 7.38395 3.95278 0.88404
H 7.50206 4.10907 2.56990
H 8.93559 6.18623 2.45693
H 8.80959 6.03789 0.70824
H 9.53401 4.75429 1.64240
C 3.74319 -6.60257 -6.49446
C 3.11127 -5.35586 -5.84655
N 1.74571 -5.12177 -6.27179
C 0.84452 -6.22744 -6.01019
C -0.64191 -5.80243 -6.21643
C 1.72466 -4.62931 -7.67805
C 1.63740 -3.11085 -7.62280
H 3.51410 -6.77925 -7.54536
H 3.49383 -7.55458 -6.02584
H 4.80456 -6.46341 -6.28895
H 3.15775 -5.34186 -4.75763
H 3.63805 -4.45782 -6.16923
H 1.11149 -7.17310 -6.48195
H 0.98035 -6.51796 -4.96843
H -0.87252 -5.38643 -7.19718
H -1.35736 -6.61852 -6.11521
H -0.87559 -5.06096 -5.45241
H 0.87005 -4.88308 -8.30522
H 2.60822 -4.90254 -8.25493
H 0.72639 -2.73571 -7.15652
H 1.72583 -2.76124 -8.65141
H 2.47523 -2.77700 -7.01068
C -4.85907 7.96544 2.51161
C -5.20109 6.88007 3.49406
C -5.78326 5.72944 2.61262
S -6.99028 6.60256 1.55409
O -8.18373 6.68143 2.38832
O -7.01237 5.97054 0.20679
C -6.04904 8.24550 1.53789
H -4.18456 7.59447 1.73992
H -4.50796 8.86323 3.02031
H -5.81277 7.14170 4.35749
H -4.30670 6.48730 3.97769
H -6.18031 4.86720 3.14836
H -5.07499 5.38429 1.85941
H -6.77759 9.00823 1.81281
H -5.77544 8.36472 0.48955
C -3.42318 5.80964 -7.41362
C -3.11194 6.72164 -8.59832
C -2.27247 7.92785 -8.06810
S -2.14638 7.78262 -6.23888
O -2.51251 9.00903 -5.52406
O -0.87884 7.06541 -5.95581
C -3.52636 6.59874 -6.10686
H -2.68079 5.06088 -7.13735
H -4.32348 5.20301 -7.51151
H -3.97365 7.14884 -9.11120
H -2.49686 6.12784 -9.27446
H -2.69632 8.90662 -8.29274
H -1.30660 8.03467 -8.56187
H -4.44888 7.16453 -6.23701
H -3.47943 6.11569 -5.13087
C -3.98146 -3.23275 8.38524
C -5.11013 -4.25461 8.09369
C -4.42930 -5.64405 8.26722
S -3.25748 -5.60690 9.63875
O -1.96052 -6.22410 9.28874
O -3.92352 -6.01288 10.88750
C -3.03180 -3.77402 9.57671
H -4.35772 -2.21356 8.47338
H -3.38554 -3.14194 7.47710
H -5.52273 -4.04442 7.10695
H -5.94035 -4.31774 8.79715
H -3.79766 -5.82123 7.39674
H -4.99295 -6.56878 8.39077
H -2.01382 -3.47170 9.33091
H -3.25495 -3.44203 10.59066
C -1.76430 0.13979 -0.69834
C -0.54861 1.08029 -0.63551
C 0.49282 0.50655 0.43206
S -0.52626 -0.24458 1.73029
O -1.01525 0.85208 2.54237
O 0.07253 -1.52352 2.21610
C -1.90308 -0.68965 0.57819
H -1.63002 -0.43266 -1.61614
H -2.68639 0.68428 -0.90176
H -0.87355 2.09399 -0.40108
H -0.18265 1.18077 -1.65730
H 1.21206 1.15621 0.93079
H 1.08669 -0.25039 -0.08025
H -2.81831 -0.72537 1.16910
H -1.62073 -1.71286 0.33039
C 1.75433 -10.99371 3.97238
C 2.11629 -9.48433 3.73067
C 1.85000 -9.16861 2.30525
S 0.19312 -9.84461 2.05450
O 0.22681 -10.50736 0.72111
O -0.85979 -8.90608 2.40950
C 0.36241 -11.19940 3.32347
H 1.79868 -11.35379 5.00022
H 2.41957 -11.59585 3.35351
H 3.13058 -9.29154 4.08017
H 1.53097 -8.82834 4.37501
H 2.50087 -9.79461 1.69485
H 1.91270 -8.12495 1.99713
H 0.41838 -12.16529 2.82146
H -0.52016 -11.27760 3.95834

---

[3]
Below is a cluster of 12 separate species, C32H70N2O14 in total at a distorted geometry, with properties calculated with ωB97M-V/def2-TZVPD.

SMILES ... O=[N+]([O-])c1ccccc1.O=[N+]([O-])c1ccccc1.CCO.CCO.CCO.CCO.CCO.CCO.CCO.CCO.CCO.CCO
E_HOMO ... -9.1 eV
Total energy ... -65956.827 eV
Total charge ... 0
Gap between HOMO and LUMO ... 8.585 eV
Spin multiplicity ... 1
Lowest unoccupied orbital energy ... -0.020 Ha

CARTESIAN COORDINATES (ANGSTROEM)
C 2.90773 -6.19988 0.04144
C 4.03652 -6.42111 -0.77415
C 4.80877 -5.37035 -1.15931
C 4.44656 -4.09552 -0.69184
C 3.33568 -3.83950 0.04480
C 2.54124 -4.93029 0.41726
N 5.22691 -2.93497 -1.18083
O 4.88762 -1.84529 -0.78319
O 6.14005 -3.21271 -1.96273
H 2.33569 -7.10368 0.19215
H 4.30816 -7.39250 -1.13359
H 5.66241 -5.48137 -1.84223
H 3.17591 -2.81094 0.40933
H 1.65079 -4.78804 0.99687
C 0.40580 2.35121 -2.23908
C 0.82923 3.50315 -1.57732
C 0.26212 4.72487 -1.87664
C -0.77501 4.75696 -2.78951
C -1.16036 3.63742 -3.47744
C -0.59606 2.43055 -3.17959
N -1.38650 6.03362 -3.05780
O -2.52689 6.04903 -3.54339
O -0.68306 7.02266 -2.76542
H 0.92030 1.42384 -2.03444
H 1.63394 3.33527 -0.80309
H 0.54399 5.62833 -1.34339
H -1.87726 3.75835 -4.30195
H -0.86285 1.59845 -3.85204
C 2.41208 -2.13865 -3.25224
C 1.17211 -2.00362 -4.10631
O 0.20843 -1.16426 -3.47803
H 3.08924 -2.88922 -3.70301
H 2.09592 -2.61098 -2.29902
H 2.90351 -1.16106 -3.09118
H 0.76436 -3.00828 -4.16076
H 1.37249 -1.70478 -5.14831
H -0.55679 -0.96590 -4.05255
C -2.77151 3.08089 -0.30635
C -3.58809 2.11878 -1.11195
O -4.29396 1.19682 -0.20813
H -3.41993 3.65751 0.38250
H -2.34353 3.77221 -1.03438
H -2.02939 2.49675 0.27240
H -2.91528 1.57132 -1.77693
H -4.33336 2.64351 -1.74480
H -4.12233 0.33459 -0.58837
C -5.20634 0.67613 4.59780
C -5.27229 0.83074 3.09768
O -3.96689 0.70979 2.52757
H -4.75181 -0.29842 4.85081
H -6.23464 0.67866 4.99326
H -4.56049 1.46983 4.94674
H -5.67103 1.83518 2.83700
H -5.90918 0.05627 2.65646
H -4.08364 0.84906 1.57940
C -3.50641 -1.45885 -4.28698
C -3.05257 -0.53389 -5.38924
O -1.70723 -0.22350 -5.22645
H -4.57304 -1.70679 -4.34345
H -3.28663 -1.01951 -3.29824
H -3.06700 -2.45844 -4.26973
H -3.64816 0.40533 -5.35962
H -3.14911 -1.04291 -6.35978
H -1.40278 0.24354 -6.00813
C -3.56706 3.84196 3.24645
C -2.16136 3.53197 3.60517
O -2.07514 2.10586 3.88293
H -3.77184 3.32543 2.29506
H -3.58728 4.93776 3.13926
H -4.25558 3.52833 4.06965
H -1.82606 4.02546 4.52522
H -1.46590 3.84400 2.82822
H -2.84194 1.73119 3.43394
C -0.81878 -3.83046 -1.30567
C -2.09755 -4.49219 -1.75698
O -3.13824 -3.50747 -1.76101
H -0.62712 -3.10123 -2.06725
H 0.07847 -4.44437 -1.33406
H -0.96098 -3.41322 -0.32969
H -2.32164 -5.30154 -1.09276
H -1.89502 -4.81495 -2.75370
H -3.90529 -3.88612 -2.22485
C 4.47648 -1.64299 3.02058
C 3.11228 -1.04793 2.79210
O 2.90471 0.07779 3.62634
H 4.50960 -2.07584 4.00848
H 5.31673 -0.92966 2.92321
H 4.64998 -2.46173 2.33108
H 2.28316 -1.81723 2.85880
H 3.07786 -0.64256 1.77286
H 1.98771 0.37126 3.46387
C 5.16013 1.12713 0.34140
C 4.08351 1.25877 -0.72433
O 2.82475 1.18314 -0.11504
H 5.24320 0.09702 0.75646
H 4.86639 1.79749 1.16548
H 6.15243 1.37259 -0.04974
H 4.20091 0.53929 -1.54503
H 4.13886 2.29067 -1.17330
H 2.34858 0.36787 -0.26194
C 2.06208 1.75650 6.31059
C 0.99400 2.12512 5.31068
O 0.43134 0.96843 4.73807
H 2.88107 1.18780 5.89963
H 1.55213 1.16229 7.10224
H 2.41491 2.67750 6.77437
H 1.40276 2.78343 4.52550
H 0.19623 2.64629 5.85912
H -0.45749 1.21299 4.41818
C -0.30096 -0.22485 1.43089
C -0.46264 -0.22530 -0.05068
O 0.70042 -0.62814 -0.72987
H 0.06494 -1.21462 1.71075
H -1.18927 -0.06151 1.98799
H 0.42771 0.58890 1.61945
H -0.72499 0.81389 -0.35657
H -1.30063 -0.85788 -0.35530
H 0.42325 -0.72172 -1.65681

---

[4]
Below is a cluster of 6 separate species, C32H70N6O7 in total at a distorted geometry, with properties calculated with ωB97M-V/def2-TZVPD.

E_HOMO ... -17.5 eV
Total energy ... -57543.678 eV
Total charge ... +4
Gap between HOMO and LUMO ... 5.294 eV
Energy relative to the best compared isomer or geometry (same formula, charge and spin) ... 50.8 kcal per mole
Spin multiplicity ... 1
Lowest unoccupied orbital energy ... -0.450 Ha

CARTESIAN COORDINATES (ANGSTROEM)
N -0.49558 -0.58874 0.19271
O -0.45145 0.18046 1.15690
O -1.12552 -0.36443 -0.81404
O 0.23788 -1.57628 0.24616
C 0.55827 -4.13203 -5.50151
C 1.39316 -3.24372 -4.56646
O 1.45726 -2.06305 -4.67414
N 2.15625 -4.01762 -3.57034
H 1.71482 -4.93138 -3.57839
H 3.11157 -4.17290 -3.88045
C 2.09909 -3.45079 -2.14762
H -0.06979 -3.59871 -6.21341
H 0.02166 -4.92618 -4.97984
H 1.15083 -4.72553 -6.20277
H 2.08312 -4.30971 -1.47637
H 1.29614 -2.72715 -2.02454
H 3.11155 -3.13143 -1.90138
C -2.25917 -3.44743 -0.91154
C -3.30407 -4.51773 -1.13967
O -3.49787 -5.49730 -0.41441
N -4.13513 -4.34444 -2.38065
H -5.10519 -4.58551 -2.20210
H -3.99800 -3.38535 -2.67901
C -3.49887 -5.34435 -3.36733
H -2.77133 -2.51059 -0.68757
H -1.65302 -3.29983 -1.80673
H -1.56710 -3.70158 -0.11104
H -3.93789 -5.08133 -4.32815
H -3.76670 -6.37011 -3.11656
H -2.41552 -5.32520 -3.26395
C -3.17178 4.72125 1.79700
C -2.29653 3.41510 1.65075
C -1.90514 2.80741 3.06294
C -3.09323 2.13482 3.76285
C -3.71339 1.05501 2.79228
C -4.28521 1.61449 1.44884
N -3.07864 2.38539 0.86945
O -3.15152 2.68629 -0.39644
C -5.49591 2.47577 1.76065
C -4.65463 0.47106 0.50456
C -0.92261 3.84350 1.04223
H -2.56618 5.60884 1.98432
H -3.74601 4.86609 2.71507
H -3.92748 4.88286 1.02931
H -1.49797 3.52202 3.77963
H -1.05999 2.12569 2.95809
H -3.85331 2.85366 4.06747
H -2.68364 1.67661 4.66279
H -4.59142 0.61242 3.26422
H -3.01279 0.22746 2.67756
H -6.06882 2.75373 0.87590
H -5.31676 3.37947 2.34076
H -6.17955 1.89798 2.38329
H -5.13400 0.91647 -0.36930
H -5.27153 -0.34066 0.88703
H -3.86685 -0.04736 -0.04608
H -0.27017 2.97553 0.95058
H -0.57747 4.58827 1.75656
H -1.12343 4.26510 0.05770
C 1.70247 4.94176 -3.40551
C 1.53092 3.45910 -3.30915
C 1.87649 2.86677 -4.69180
C 2.10684 1.31880 -4.80055
C 3.23530 0.89345 -3.87470
C 3.09290 1.41369 -2.44779
N 2.66855 2.89498 -2.43694
O 2.81220 3.51946 -1.20603
C 4.43843 1.25515 -1.75619
C 2.00644 0.58499 -1.72843
C 0.02429 3.14490 -2.77981
H 2.76237 5.19161 -3.41618
H 1.06520 5.41368 -2.65875
H 1.28516 5.30064 -4.34690
H 2.80615 3.34625 -5.00443
H 1.16204 3.07308 -5.48833
H 2.38422 1.03281 -5.81436
H 1.12377 0.90242 -4.57543
H 4.16519 1.28670 -4.28817
H 3.29498 -0.19261 -3.94172
H 5.19884 1.91432 -2.17602
H 4.80840 0.25137 -1.96536
H 4.40521 1.42223 -0.68031
H 1.05206 0.74381 -2.22862
H 1.92664 0.80633 -0.66384
H 2.31477 -0.45844 -1.78199
H -0.52430 4.08567 -2.79238
H 0.01675 2.85354 -1.72856
H -0.54731 2.36950 -3.28823
C 4.36305 -1.40014 1.40843
C 3.17277 -1.01949 2.25332
C 3.22158 -1.15711 3.71152
N 1.95823 -0.84623 4.47336
C 1.39985 0.64137 4.25281
C 2.24083 -1.20884 5.92883
C 0.92443 -1.44764 6.55342
C 0.11829 -2.07929 5.44630
C 0.81989 -1.85494 4.11569
H 5.12413 -0.62119 1.43949
H 3.99277 -1.37197 0.38173
H 4.65750 -2.43346 1.58810
H 2.34610 -1.62963 1.88096
H 2.81818 -0.01690 2.00396
H 3.85551 -0.44250 4.24125
H 3.60193 -2.14098 3.98766
H 1.03063 0.77703 3.23665
H 2.28627 1.27372 4.28728
H 0.62003 0.77087 4.99984
H 2.76912 -0.50480 6.57161
H 2.71719 -2.18743 5.98283
H 0.31697 -0.62079 6.92374
H 1.02007 -2.07601 7.43890
H -0.92864 -1.77399 5.46633
H -0.00562 -3.15816 5.54985
H 0.24954 -1.46812 3.27327
H 1.29101 -2.82366 3.95352